Here is a gas-phase ion, C6H10N (charge +1) from the Open Molecules 2025 dataset. Energies are from ωB97M-V with the def2-TZVPD basis set.

Bonds (Å) are listed after each position.
Element x y z (Å)
1 H -0.111 -2.224 0.538  C8 1.090
2 H 3.304 1.327 -0.261  C3 1.093
3 C 2.246 1.313 0.011  H2 1.093, N5 1.234, H17 1.046
4 H -3.651 -0.506 -0.855  C15 1.153
5 N 1.621 0.390 -0.519  C3 1.234, C14 1.335
6 H -2.133 -0.953 -1.585  C15 1.079
7 C -1.794 0.458 -0.050  C12 1.359, C15 1.304
8 C 0.581 -1.385 0.465  H1 1.090, H10 1.066, H13 1.009, C14 1.468
9 H -0.547 2.038 0.435  C12 1.125
10 H 0.699 -1.134 1.494  C8 1.066
11 H -0.193 -0.322 -1.261  C14 1.102
12 C -0.599 0.915 0.410  C7 1.359, H9 1.125, C14 1.686, H16 1.117
13 H 1.370 -1.866 0.059  C8 1.009
14 C 0.425 -0.181 -0.359  N5 1.335, C8 1.468, H11 1.102, C12 1.686
15 C -2.510 -0.372 -0.757  H4 1.153, H6 1.079, C7 1.304
16 H -0.585 0.564 1.470  C12 1.117
17 H 1.877 1.939 0.764  C3 1.046

Output
2S+1: 1
Charge: +1
Gap between HOMO and LUMO (spin up / spin down) (eV): 7.88 / 7.88
LUMO energy (spin up / spin down) (eV): -6.2 / -6.2

Here is 2 unconnected molecules or ions with the total composition C6H10N from the Open Molecules 2025 dataset. Energies are from ωB97M-V with the def2-TZVPD basis set.

Bonds (Å) are listed after each position.
Element x y z (Å)
1 N 1.154 0.517 1.358  H4 1.031, C12 1.457, H15 1.033, H17 1.034
2 C -0.816 1.135 -0.390  C9 1.480, C12 1.407, C13 1.339
3 H 2.006 -1.069 -0.959  C6 1.074
4 H 1.215 -0.512 1.351  N1 1.031
5 H -2.793 1.307 -1.007  C13 1.079
6 C 2.056 -0.091 -1.402  H3 1.074, H11 1.075, H14 1.074
7 H -3.356 -0.469 0.734  C16 1.092
8 H -1.762 -1.218 0.450  C16 1.087
9 C 0.281 2.064 -0.743  C2 1.480, C12 1.400
10 H -3.001 -1.179 -0.819  C16 1.095
11 H 1.538 0.055 -2.333  C6 1.075
12 C 0.466 1.025 0.178  N1 1.457, C2 1.407, C9 1.400
13 C -2.071 0.682 -0.503  C2 1.339, H5 1.079, C16 1.477
14 H 2.895 0.550 -1.211  C6 1.074
15 H 2.109 0.910 1.384  N1 1.033
16 C -2.553 -0.618 0.008  H7 1.092, H8 1.087, H10 1.095, C13 1.477
17 H 0.658 0.811 2.217  N1 1.034

Output
2S+1: 1
Charge: +1
Gap between HOMO and LUMO (spin up / spin down) (eV): 6.91 / 8.25
LUMO energy (spin up / spin down) (eV): -5.8 / -4.6

Here is a gas-phase ion, C6H10N (charge +1) from the Open Molecules 2025 dataset. Energies are from ωB97M-V with the def2-TZVPD basis set.

Bonds (Å) are listed after each position.
Element x y z (Å)
1 H -2.053 -0.545 -0.651  C15 1.150
2 C 0.246 -0.098 2.721  C3 1.342, H7 1.121, C16 1.399
3 C 1.418 0.027 2.079  C2 1.342, H6 1.145, C16 1.428
4 H -1.980 1.352 -0.689  C15 1.103
5 H -0.594 -0.903 -2.095  C9 1.112
6 H 2.487 0.397 1.897  C3 1.145
7 H -0.243 -0.480 3.654  C2 1.121
8 H 0.756 -1.686 -1.093  C9 1.158
9 C 0.493 -0.865 -1.865  H5 1.112, H8 1.158, H10 1.036, C14 1.572
10 H 1.027 -0.925 -2.750  C9 1.036
11 H -2.170 0.346 0.897  C15 1.104
12 N -0.286 0.381 0.151  C14 1.608, C15 1.495, C16 1.311
13 H 1.605 0.620 -0.705  C14 1.032
14 C 0.672 0.515 -1.133  C9 1.572, N12 1.608, H13 1.032, H17 1.062
15 C -1.755 0.432 -0.123  H1 1.150, H4 1.103, H11 1.104, N12 1.495
16 C 0.201 0.117 1.339  C2 1.399, C3 1.428, N12 1.311
17 H 0.178 1.311 -1.633  C14 1.062

Output
2S+1: 1
Charge: +1
Gap between HOMO and LUMO (eV): 10.60
LUMO energy (eV): -4.1
SMILES: CC[N+](C)=c1cc1

Here is 2 unconnected molecules or ions with the total composition C6H10N from the Open Molecules 2025 dataset. Energies are from ωB97M-V with the def2-TZVPD basis set.

Bonds (Å) are listed after each position.
Element x y z (Å)
1 H -1.567 -0.321 1.842  C12 1.139
2 H -2.033 -1.838 -2.030  C5 1.057
3 H 2.015 -0.925 0.303  C15 1.065
4 H 0.185 1.887 2.470  C9 1.171
5 C -2.624 -1.579 -1.193  H2 1.057, H13 1.080, C17 1.256
6 N 0.734 0.846 0.610  C9 1.307, H11 0.989, C15 1.448
7 H 1.207 0.320 2.573  C9 1.082
8 H -1.890 0.783 0.364  C12 1.058
9 C 0.662 0.978 1.909  H4 1.171, N6 1.307, H7 1.082
10 H 1.300 -1.243 -1.940  C14 1.036
11 H 0.448 1.619 0.063  N6 0.989
12 C -1.708 -0.197 0.718  H1 1.139, H8 1.058, C17 1.290
13 H -3.670 -1.743 -1.408  C5 1.080
14 C 0.996 -0.410 -1.404  H10 1.036, C15 1.322, H16 1.115
15 C 1.363 -0.214 -0.149  H3 1.065, N6 1.448, C14 1.322
16 H 0.295 0.276 -1.936  C14 1.115
17 C -2.276 -0.944 -0.167  C5 1.256, C12 1.290

Output
2S+1: 1
Charge: +1
Gap between HOMO and LUMO (eV): 7.82
LUMO energy (eV): -5.6

Here is a gas-phase ion, C6H10N (charge +1) from the Open Molecules 2025 dataset. Energies are from ωB97M-V with the def2-TZVPD basis set.

Bonds (Å) are listed after each position.
Element x y z (Å)
1 C 1.372 -0.281 -0.980  C8 1.411, C11 1.525, H13 1.095
2 H 1.360 -1.924 1.245  C3 1.088
3 C 0.631 -1.117 1.271  H2 1.088, H7 1.096, H10 1.069, C11 1.503
4 H -2.506 0.531 0.781  C6 1.065
5 H -2.208 1.639 -0.553  C6 1.083
6 C -1.991 0.661 -0.142  H4 1.065, H5 1.083, H14 1.138, C16 1.489
7 H -0.175 -1.639 1.799  C3 1.096
8 C 1.283 1.109 -1.207  C1 1.411, H9 1.050, N15 1.277
9 H 2.072 1.525 -1.761  C8 1.050
10 H 0.896 -0.341 1.958  C3 1.069
11 C 0.199 -0.734 -0.116  C1 1.525, C3 1.503, C16 1.538, H17 1.091
12 H -0.174 0.959 0.967  C16 1.054
13 H 2.243 -0.878 -1.272  C1 1.095
14 H -2.211 -0.196 -0.859  C6 1.138
15 N 0.211 1.567 -0.687  C8 1.277, C16 1.387
16 C -0.512 0.623 0.026  C6 1.489, C11 1.538, H12 1.054, N15 1.387
17 H -0.488 -1.505 -0.470  C11 1.091

Output
2S+1: 1
Charge: +1
Gap between HOMO and LUMO (eV): 8.33
LUMO energy (eV): -7.4

Here is a gas-phase ion, C6H10N (charge +1) from the Open Molecules 2025 dataset. Energies are from ωB97M-V with the def2-TZVPD basis set.

Bonds (Å) are listed after each position.
Element x y z (Å)
1 H 1.042 1.590 -1.222  C2 1.121
2 C 1.325 0.583 -0.819  H1 1.121, H3 1.050, C11 1.607, C17 1.710
3 H 2.359 0.539 -0.642  C2 1.050
4 H 0.201 -0.380 -2.630  C11 1.118
5 C -1.807 -0.734 0.052  N7 1.452, H8 1.085, C13 1.549, H15 1.034
6 H 1.291 -1.442 -1.624  C11 1.094
7 N -1.146 0.542 -0.151  C5 1.452, H12 0.985, C13 1.532, C17 1.547
8 H -2.004 -0.861 1.111  C5 1.085
9 C 0.555 0.269 1.915  H10 1.068, H14 1.136, H16 1.173, C17 1.465
10 H 1.473 -0.254 2.071  C9 1.068
11 C 0.583 -0.607 -1.604  C2 1.607, H4 1.118, H6 1.094, C13 1.503
12 H -1.388 1.129 -0.904  N7 0.985
13 C -0.331 -0.728 -0.416  C5 1.549, N7 1.532, C11 1.503, C17 1.497
14 H -0.357 -0.232 2.371  C9 1.136
15 H -2.653 -1.035 -0.461  C5 1.034
16 H 0.610 1.301 2.470  C9 1.173
17 C 0.247 0.321 0.483  C2 1.710, N7 1.547, C9 1.465, C13 1.497

Output
2S+1: 1
Charge: +1
Gap between HOMO and LUMO (eV): 12.64
LUMO energy (eV): -2.9
SMILES: C[C@@]12CC[C@@]13C[N@H+]32

Here is a single C6H10N2 molecule from the Open Molecules 2025 dataset. Energies are from ωB97M-V with the def2-TZVPD basis set.

Bonds (Å) are listed after each position.
Element x y z (Å)
1 H 0.472 2.790 0.195  C8 1.035
2 H 0.006 0.063 0.772  C7 1.172
3 H -1.767 -1.774 -0.905  C17 1.112
4 C -1.977 0.261 -0.060  H10 1.102, C15 1.409, C17 1.523
5 H 1.643 -1.360 1.349  C18 1.214
6 H 3.092 0.031 -0.139  N9 1.007
7 C 0.082 -0.787 -0.031  H2 1.172, H14 1.097, C17 1.528, C18 1.426
8 C 0.335 1.765 0.137  H1 1.035, N12 1.335, C15 1.508
9 N 2.108 0.070 -0.350  H6 1.007, N12 1.372, C18 1.550
10 H -3.037 0.483 -0.264  C4 1.102
11 H -1.778 -1.690 0.927  C17 1.186
12 N 1.573 1.285 -0.004  C8 1.335, N9 1.372
13 H -1.651 2.309 -0.259  C15 1.107
14 H 0.160 -0.324 -1.023  C7 1.097
15 C -1.114 1.373 -0.007  C4 1.409, C8 1.508, H13 1.107
16 H 1.832 -2.122 -0.440  C18 1.156
17 C -1.402 -1.150 -0.060  H3 1.112, C4 1.523, C7 1.528, H11 1.186
18 C 1.426 -1.224 0.163  H5 1.214, C7 1.426, N9 1.550, H16 1.156

Output
2S+1: 1
Gap between HOMO and LUMO (eV): 8.80
LUMO energy (eV): 0.5
SMILES: C1=C\CCCN\N=C/1

Here is a single C6H10N2 molecule from the Open Molecules 2025 dataset. Energies are from ωB97M-V with the def2-TZVPD basis set.

Bonds (Å) are listed after each position.
Element x y z (Å)
1 N -1.934 -1.076 0.031  H2 1.166, H7 1.201, C13 1.480
2 H -2.293 -1.691 0.953  N1 1.166
3 H 1.287 -1.829 -0.906  C6 1.090
4 H 0.316 -1.008 2.234  C16 1.055
5 H -0.225 1.820 0.934  N10 1.072
6 C 0.638 -0.996 -1.177  H3 1.090, H8 1.059, C13 1.634, C14 1.553
7 H -2.356 -0.020 0.416  N1 1.201
8 H 0.346 -0.793 -2.174  C6 1.059
9 H -0.602 0.680 -1.550  C18 1.095
10 N -0.958 1.770 0.154  H5 1.072, H15 0.948, C18 1.379
11 H 2.419 0.117 1.367  C12 1.024
12 C 1.567 0.030 0.807  H11 1.024, C14 1.433, C16 1.402
13 C -0.488 -0.764 -0.016  N1 1.480, C6 1.634, C16 1.562, C18 1.490
14 C 1.200 0.310 -0.550  C6 1.553, C12 1.433, H17 1.042, C18 1.675
15 H -0.873 2.602 -0.293  N10 0.948
16 C 0.417 -0.638 1.251  H4 1.055, C12 1.402, C13 1.562
17 H 1.976 0.830 -1.012  C14 1.042
18 C -0.437 0.655 -0.468  H9 1.095, N10 1.379, C13 1.490, C14 1.675

Output
2S+1: 1
Gap between HOMO and LUMO (eV): 9.47
LUMO energy (eV): 1.1
SMILES: N[C@H]1[C@H]2C=C[C@]1(N)C2

Here is a single C6H10N2 molecule from the Open Molecules 2025 dataset. Energies are from ωB97M-V with the def2-TZVPD basis set.

Bonds (Å) are listed after each position.
Element x y z (Å)
1 H 1.456 -2.258 -0.822  C6 1.114
2 H 0.811 1.437 1.437  C8 1.201
3 C -1.128 0.882 0.277  C8 1.568, N13 1.454, C14 1.597, H18 1.164
4 H 2.417 -1.801 0.694  C6 1.091
5 H -3.113 1.039 1.038  N13 0.999
6 C 1.934 -1.451 -0.220  H1 1.114, H4 1.091, N15 1.436, C16 1.537
7 H -2.474 -0.421 -1.255  C14 1.208
8 C 0.306 0.543 0.813  H2 1.201, C3 1.568, H11 1.028, C16 1.608
9 H -0.103 -1.405 -2.150  C17 1.048
10 H -1.894 1.905 1.731  N13 1.125
11 H 0.106 -0.137 1.557  C8 1.028
12 H 3.180 0.225 -0.438  N15 1.149
13 N -2.159 0.899 1.302  C3 1.454, H5 0.999, H10 1.125
14 C -1.350 -0.068 -0.988  C3 1.597, H7 1.208, C17 1.351
15 N 2.333 -0.313 -0.999  C6 1.436, H12 1.149, C16 1.523
16 C 0.931 -0.301 -0.404  C6 1.537, C8 1.608, N15 1.523, C17 1.566
17 C -0.227 -0.712 -1.375  H9 1.048, C14 1.351, C16 1.566
18 H -1.024 1.939 -0.199  C3 1.164

Output
2S+1: 1
Gap between HOMO and LUMO (eV): 9.41
LUMO energy (eV): 1.0
SMILES: N[C@@H]1C=C[C@]2(CN2)C1

Here is a single C6H10N2 molecule from the Open Molecules 2025 dataset. Energies are from ωB97M-V with the def2-TZVPD basis set.

Bonds (Å) are listed after each position.
Element x y z (Å)
1 H -3.269 -0.544 0.674  C10 1.129
2 C 2.976 -0.279 -0.102  H6 1.125, H9 1.137, C17 1.579, H18 1.046
3 N 0.934 0.492 0.721  C11 1.546, H15 1.004, C17 1.343
4 H -3.323 -0.419 -1.026  C10 1.115
5 H -0.774 1.412 1.352  C11 1.110
6 H 3.438 -0.742 -1.017  C2 1.125
7 C -0.587 -0.407 -1.365  H12 1.117, C14 1.425, N16 1.439
8 H -0.770 -0.106 2.048  C11 1.158
9 H 3.142 -0.985 0.774  C2 1.137
10 C -2.803 0.055 -0.161  H1 1.129, H4 1.115, H13 1.147, C14 1.466
11 C -0.580 0.374 1.011  N3 1.546, H5 1.110, H8 1.158, C14 1.498
12 H -1.070 -0.733 -2.318  C7 1.117
13 H -3.180 1.135 -0.088  C10 1.147
14 C -1.340 -0.017 -0.220  C7 1.425, C10 1.466, C11 1.498
15 H 1.600 0.871 1.370  N3 1.004
16 N 0.829 -0.656 -1.322  C7 1.439, C17 1.245
17 C 1.424 -0.140 -0.358  C2 1.579, N3 1.343, N16 1.245
18 H 3.353 0.688 0.026  C2 1.046

Output
2S+1: 1
Gap between HOMO and LUMO (eV): 8.56
LUMO energy (eV): 0.9
SMILES: CC1=CN=C(C)NC1

Here is 2 unconnected molecules or ions with the total composition C6H10N2 from the Open Molecules 2025 dataset. Energies are from ωB97M-V with the def2-TZVPD basis set.

Bonds (Å) are listed after each position.
Element x y z (Å)
1 C 2.397 0.327 0.711  H7 1.194, N15 1.383, H16 1.063, H17 1.184
2 H -0.191 1.572 -1.121  C8 1.103
3 C -0.519 -0.617 -0.695  H5 1.043, C8 1.440, C12 1.385
4 N -2.773 -1.148 0.353  C11 1.334, C12 1.464
5 H 0.305 -1.019 -1.194  C3 1.043
6 H 3.447 -0.021 -0.868  N15 1.138
7 H 1.290 0.636 0.387  C1 1.194
8 C -0.855 0.783 -0.729  H2 1.103, C3 1.440, C13 1.434
9 H -1.017 -2.522 0.070  C12 1.132
10 H 2.002 -1.067 -0.597  N15 1.211
11 C -2.937 0.169 0.479  N4 1.334, C13 1.445, H18 1.045
12 C -1.395 -1.460 -0.030  C3 1.385, N4 1.464, H9 1.132
13 C -2.023 1.181 0.000  C8 1.434, C11 1.445, H14 1.017
14 H -2.257 2.165 -0.106  C13 1.017
15 N 3.000 -0.663 -0.042  C1 1.383, H6 1.138, H10 1.211
16 H 3.019 1.189 0.672  C1 1.063
17 H 2.394 0.090 1.871  C1 1.184
18 H -3.889 0.405 0.839  C11 1.045

Output
2S+1: 1
Gap between HOMO and LUMO (eV): 9.93
LUMO energy (eV): 0.3
SMILES: c1ccncc1.CN

Here is a single C6H10N2 molecule from the Open Molecules 2025 dataset. Energies are from ωB97M-V with the def2-TZVPD basis set.

Bonds (Å) are listed after each position.
Element x y z (Å)
1 H 1.330 -0.475 -2.156  C17 1.086
2 H -0.775 0.586 -2.867  C6 1.143
3 C -0.810 -1.274 0.532  H5 1.170, N9 1.295, C18 1.504
4 H -0.559 0.871 1.337  C14 1.181
5 H -1.363 -1.088 -0.482  C3 1.170
6 C -0.389 0.747 -1.804  H2 1.143, N13 1.302, C17 1.368
7 H 2.093 0.463 0.473  C10 1.167
8 H -0.787 -1.457 2.440  N9 1.105
9 N -1.496 -1.542 1.597  C3 1.295, H8 1.105
10 C 1.028 0.264 0.041  H7 1.167, C14 1.480, C17 1.521, C18 1.635
11 H 0.828 -1.036 1.880  C18 1.187
12 H 0.425 2.285 0.341  C14 1.072
13 N -0.898 1.303 -0.743  C6 1.302, C14 1.471, H15 0.985
14 C 0.027 1.292 0.402  H4 1.181, C10 1.480, H12 1.072, N13 1.471
15 H -1.470 2.090 -0.587  N13 0.985
16 H 1.332 -2.016 0.346  C18 1.116
17 C 0.804 0.172 -1.460  H1 1.086, C6 1.368, C10 1.521
18 C 0.681 -1.186 0.712  C3 1.504, C10 1.635, H11 1.187, H16 1.116

Output
2S+1: 1
Gap between HOMO and LUMO (eV): 8.51
LUMO energy (eV): 1.0
SMILES: [H]/N=C\C[C@H]1C=CNC1

Here is a single C6H10N2 molecule from the Open Molecules 2025 dataset. Energies are from ωB97M-V with the def2-TZVPD basis set.

Bonds (Å) are listed after each position.
Element x y z (Å)
1 H 1.363 -1.895 -0.556  C17 1.096
2 C -0.211 -0.443 -0.744  C5 1.508, C13 1.384, C17 1.505
3 H 0.888 -0.452 2.912  C8 1.083
4 H 1.917 -0.223 -0.685  C17 1.085
5 C -1.289 -1.435 -1.100  C2 1.508, H9 1.088, H11 1.095, H16 1.088
6 N 0.241 2.867 0.495  H10 1.017, C14 1.265
7 H -1.512 1.268 -1.022  C13 1.081
8 C 0.335 0.319 2.388  H3 1.083, N12 1.260, H18 1.091
9 H -2.254 -1.141 -0.694  C5 1.088
10 H 0.755 3.141 1.329  N6 1.017
11 H -1.395 -1.470 -2.189  C5 1.095
12 N 0.631 0.580 1.191  C8 1.260, C14 1.422
13 C -0.550 0.898 -0.698  C2 1.384, H7 1.081, C14 1.444
14 C 0.100 1.616 0.373  N6 1.265, N12 1.422, C13 1.444
15 H 1.290 -1.088 -2.117  C17 1.087
16 H -1.029 -2.439 -0.773  C5 1.088
17 C 1.180 -0.932 -1.047  H1 1.096, C2 1.505, H4 1.085, H15 1.087
18 H -0.459 0.829 2.936  C8 1.091

Output
2S+1: 1
Gap between HOMO and LUMO (eV): 8.91
LUMO energy (eV): 0.6
SMILES: [H]/N=C(/C=C(C)C)N=C

no.,F_max (eV/Å)
1,4.5
2,3.8
3,5.0
4,3.3
5,3.2
6,4.7
7,3.9
8,6.7
9,4.5
10,5.0
11,7.0
12,5.1
13,3.1